# 1
Density functional theory data (ωB97M-V/def2-TZVPD) for a structure of composition C33H26F5N5OsSSeSi in a non-equilibrium geometry.

```
73
Properties=species:S:1:pos:R:3:lowdin_charge:R:1
Os -0.009 -0.245 0.037 1.196
C 0.995 1.804 -3.727 0.003
C -0.152 2.539 -3.955 0.008
C -1.181 2.494 -3.021 0.029
C -1.049 1.709 -1.902 -0.188
N 0.072 0.955 -1.699 -0.079
C 1.072 1.026 -2.589 -0.103
C -2.079 1.659 -0.829 -0.192
C -3.225 2.421 -0.755 0.036
C -4.046 2.273 0.355 0.017
C -3.712 1.381 1.367 0.035
C -2.557 0.638 1.231 -0.190
N -1.790 0.790 0.146 -0.040
C -2.019 -0.350 2.204 -0.175
C -2.721 -0.747 3.318 0.024
C -2.144 -1.648 4.204 0.004
C -0.874 -2.129 3.941 0.000
C -0.225 -1.710 2.797 -0.149
N -0.774 -0.847 1.934 -0.086
H 1.831 1.830 -4.413 0.131
H -0.250 3.148 -4.845 0.133
H -2.081 3.074 -3.173 0.126
H 1.945 0.425 -2.383 0.092
H -3.480 3.127 -1.532 0.127
H -4.951 2.864 0.437 0.136
H -4.339 1.285 2.242 0.128
H -3.716 -0.361 3.501 0.126
H -2.682 -1.960 5.090 0.132
H -0.382 -2.824 4.610 0.130
H 0.757 -2.076 2.544 0.067
S -0.096 -3.223 0.001 0.643
C 1.122 -4.411 -0.178 -0.700
N 0.873 -5.472 -0.987 0.111
C 1.745 -6.489 -1.148 -0.008
C 2.937 -6.442 -0.500 0.002
C 3.175 -5.310 0.285 -0.055
N 2.300 -4.325 0.446 0.115
H -0.022 -5.487 -1.461 0.144
H 1.445 -7.294 -1.804 0.150
H 3.658 -7.241 -0.594 0.128
H 4.122 -5.194 0.803 0.134
F -6.380 -4.188 0.822 0.171
C -5.343 -3.737 0.145 -0.126
C -4.411 -4.620 -0.369 -0.133
F -4.571 -5.924 -0.195 0.155
C -3.319 -4.135 -1.058 -0.257
F -2.465 -5.040 -1.552 0.069
C -3.115 -2.772 -1.249 -0.500
Se -1.560 -2.084 -2.088 0.799
C -4.100 -1.919 -0.769 -0.244
F -4.008 -0.597 -0.983 0.075
C -5.189 -2.379 -0.061 -0.139
F -6.080 -1.523 0.427 0.141
C 3.065 1.310 0.296 -0.212
Si 2.391 -0.433 0.458 0.420
C 2.979 -1.002 2.133 -0.221
C 3.150 -1.582 -0.821 -0.318
C 4.458 -2.029 -0.595 -0.096
C 5.094 -2.884 -1.488 -0.074
C 4.433 -3.309 -2.635 -0.075
C 3.136 -2.875 -2.882 -0.075
C 2.508 -2.021 -1.982 -0.175
H 4.154 1.275 0.429 0.047
H 2.661 1.946 1.091 0.036
H 2.864 1.791 -0.664 0.012
H 4.027 -0.700 2.243 0.045
H 2.929 -2.090 2.249 0.025
H 2.426 -0.524 2.947 0.034
H 4.992 -1.713 0.299 0.106
H 6.110 -3.211 -1.292 0.113
H 4.929 -3.969 -3.337 0.112
H 2.619 -3.193 -3.782 0.111
H 1.485 -1.730 -2.182 0.035
```

Its charge is +2. Its energy above the lowest of the compared OMol25 structures with the same formula, charge and spin is 3.3 kcal/mol. Its gap between HOMO and LUMO (alpha / beta) is 6.56 / 6.32 eV. As for the multiplicity: 5.

# 2
Density functional theory data (ωB97M-V/def2-TZVPD) for a structure of composition C34H31MoN3O2PSe2.

```
74
Properties=species:S:1:pos:R:3:lowdin_charge:R:1
Mo -0.192 -0.564 0.273 1.466
O 0.934 0.253 1.636 -0.295
C 0.823 0.457 2.944 -0.306
C 1.950 0.333 3.758 0.004
C 1.842 0.547 5.117 -0.047
C 0.625 0.910 5.698 -0.068
C -0.480 1.075 4.897 -0.023
C -0.401 0.838 3.517 -0.143
C -1.511 1.156 2.664 -0.056
N -1.593 0.845 1.427 -0.058
C -2.660 1.456 0.626 -0.167
C -2.052 1.661 -0.749 -0.221
N -1.565 0.336 -1.142 -0.122
C -2.113 -0.228 -2.147 -0.072
C -2.047 -1.641 -2.414 -0.157
C -2.540 -2.144 -3.623 -0.030
C -2.607 -3.500 -3.843 -0.067
C -2.206 -4.377 -2.836 -0.046
C -1.745 -3.901 -1.625 0.008
C -1.657 -2.529 -1.405 -0.313
O -1.205 -2.108 -0.209 -0.323
H 2.895 0.071 3.301 0.120
H 2.720 0.441 5.742 0.115
H 0.560 1.079 6.764 0.111
H -1.425 1.391 5.326 0.121
H -2.300 1.769 3.105 0.146
H -2.968 2.408 1.057 0.127
H -3.520 0.787 0.579 0.131
H -1.218 2.349 -0.692 0.028
H -2.771 2.039 -1.475 0.128
H -2.740 0.379 -2.801 0.150
H -2.856 -1.446 -4.390 0.124
H -2.975 -3.883 -4.785 0.113
H -2.264 -5.446 -2.999 0.115
H -1.440 -4.575 -0.835 0.120
Se 1.507 -0.899 -1.457 0.532
P 1.441 0.733 -3.025 0.192
Se 0.808 2.653 -2.467 0.338
C 3.183 0.704 -3.505 -0.434
C 3.602 0.161 -4.716 -0.070
C 4.951 0.177 -5.049 -0.068
C 5.876 0.728 -4.177 -0.071
C 5.457 1.271 -2.967 -0.069
C 4.114 1.263 -2.631 -0.120
C 0.543 0.032 -4.450 -0.426
C -0.084 0.902 -5.340 -0.102
C -0.696 0.409 -6.485 -0.067
C -0.675 -0.953 -6.755 -0.073
C -0.047 -1.823 -5.873 -0.083
C 0.553 -1.335 -4.722 -0.134
H 2.886 -0.266 -5.406 0.100
H 5.274 -0.238 -5.995 0.109
H 6.926 0.743 -4.440 0.108
H 6.179 1.711 -2.291 0.108
H 3.784 1.706 -1.699 0.094
H -0.090 1.965 -5.133 0.068
H -1.178 1.094 -7.171 0.110
H -1.144 -1.336 -7.653 0.109
H -0.024 -2.887 -6.077 0.111
H 1.036 -2.025 -4.042 0.079
C 3.244 -5.343 3.220 -0.029
C 2.458 -4.280 2.514 -0.244
C 1.077 -4.356 2.372 0.001
C 0.393 -3.358 1.709 -0.098
N 1.001 -2.288 1.186 -0.098
C 2.329 -2.194 1.336 -0.180
C 3.080 -3.158 1.974 0.003
H 2.617 -6.190 3.493 0.082
H 3.695 -4.944 4.130 0.094
H 4.055 -5.703 2.586 0.093
H 0.525 -5.194 2.778 0.121
H -0.678 -3.410 1.580 0.109
H 2.790 -1.310 0.921 0.066
H 4.153 -3.030 2.046 0.128
```

Its charge is +1. Its energy above the lowest of the compared OMol25 structures with the same formula, charge and spin is 0.0 kcal/mol. Its gap between HOMO and LUMO (alpha / beta) is 6.83 / 6.85 eV.

# 3
Density functional theory data (ωB97M-V/def2-TZVPD) for a cluster of 2 separate species, CH6NO in total in a non-equilibrium geometry.

```
9
Properties=species:S:1:pos:R:3:lowdin_charge:R:1
N -1.491 0.319 0.597 0.315
H -1.655 -0.607 1.017 0.177
H -0.691 0.371 -0.096 0.110
H -2.338 0.494 0.057 0.169
H -1.478 1.053 1.306 0.172
O 0.767 -0.397 -0.363 0.288
C 1.897 -0.290 -0.784 0.283
H 2.642 -0.080 -0.004 0.210
H 2.347 -0.864 -1.730 0.276
```

Its charge is +2. Its energy above the lowest of the compared OMol25 structures with the same formula, charge and spin is 21.3 kcal/mol. Its gap between HOMO and LUMO (alpha / beta) is 12.81 / 11.51 eV. As for the multiplicity: 2.

# 4
Density functional theory data (ωB97M-V/def2-TZVPD) for an isolated molecule of C2H3NOS2 in a non-equilibrium geometry.

```
9
Properties=species:S:1:pos:R:3:lowdin_charge:R:1
C -1.179 1.211 0.225 -0.752
C 1.987 -1.471 0.410 -0.447
H -1.665 0.990 1.156 0.030
H 0.536 0.527 -1.412 0.171
H 2.473 -0.649 -0.135 0.076
N 0.039 0.429 -0.329 -0.442
O 2.510 -2.484 0.808 -0.016
S -1.671 2.466 -0.674 0.615
S 0.012 -1.369 0.200 0.765
```

Its charge is 0. Its energy above the lowest of the compared OMol25 structures with the same formula, charge and spin is 73.8 kcal/mol. Its gap between HOMO and LUMO is 8.70 eV.

# 5
Density functional theory data (ωB97M-V/def2-TZVPD) for a cluster of 2 separate species, C11H15FN3O5PS in total in a non-equilibrium geometry.

```
37
Properties=species:S:1:pos:R:3:lowdin_charge:R:1
N 5.581 -0.613 -1.175 -0.241
P 4.867 -1.863 -0.422 0.690
O 5.436 -3.357 -1.166 -0.253
O 5.195 -1.908 1.305 -0.266
C 2.931 -1.707 -0.569 -0.160
C 2.230 -0.197 -0.691 -0.002
C 0.576 0.026 -0.772 0.016
C -0.364 -1.339 -0.737 -0.080
C -2.025 -1.266 -0.774 -0.142
C -2.510 -1.897 0.697 -0.131
F -1.428 -1.778 1.737 -0.152
C 0.371 -2.818 -0.659 -0.159
N -0.205 -4.222 -0.651 -0.288
S 1.105 -5.422 -0.514 0.866
N 2.590 -4.440 -0.453 -0.267
C 1.991 -3.055 -0.567 -0.255
H 6.149 -0.065 -0.473 -0.017
H 5.725 -4.013 -0.463 0.076
H 6.164 -1.730 1.499 0.080
H 2.995 0.710 -0.716 0.098
H 0.128 1.123 -0.830 0.105
H -2.463 -1.905 -1.681 0.130
H -2.427 -0.149 -0.889 0.115
H -3.437 -1.335 1.136 0.120
H -2.729 -3.039 0.488 0.121
C -3.768 5.555 -0.817 -0.052
O -4.047 4.691 0.282 -0.009
C -3.030 3.854 0.608 -0.560
O -1.945 3.795 0.051 0.100
O -3.428 3.096 1.660 -0.009
C -2.451 2.162 2.114 -0.044
H -4.649 6.179 -0.989 0.095
H -2.922 6.211 -0.587 0.099
H -3.574 4.975 -1.725 0.098
H -1.552 2.682 2.461 0.102
H -2.204 1.446 1.323 0.079
H -2.876 1.610 2.957 0.098
```

Its charge is 0. Its gap between HOMO and LUMO is 6.82 eV.

# 6
Density functional theory data (ωB97M-V/def2-TZVPD) for a structure of composition C31H20Cl2INOPPd.

```
58
Properties=species:S:1:pos:R:3:lowdin_charge:R:1
Pd 1.411 0.186 -0.733 0.041
I 2.709 2.224 0.294 1.011
C 1.461 3.080 1.770 -0.581
C 2.171 4.052 2.433 -0.221
C 1.622 4.831 3.462 -0.094
C 0.332 4.614 3.816 -0.060
C -0.441 3.622 3.168 -0.168
C -1.777 3.489 3.616 -0.051
C -2.606 2.570 3.063 -0.067
C -2.103 1.750 2.045 -0.120
C -0.821 1.813 1.555 -0.258
P -0.519 0.530 0.214 0.879
C -1.906 0.940 -0.924 -0.358
C -2.210 0.010 -1.921 -0.112
C -3.148 0.292 -2.898 -0.089
C -3.782 1.528 -2.922 -0.107
C -3.463 2.474 -1.962 -0.096
C -2.535 2.181 -0.970 -0.093
C -1.197 -0.922 1.145 -0.349
C -0.312 -1.530 2.036 -0.112
C -0.698 -2.624 2.792 -0.096
C -1.973 -3.156 2.650 -0.109
C -2.856 -2.576 1.752 -0.096
C -2.473 -1.465 1.012 -0.104
C 0.086 2.797 2.115 -0.149
H 3.198 4.230 2.146 0.055
H 2.225 5.585 3.950 0.100
H -0.139 5.194 4.600 0.105
H -2.114 4.145 4.410 0.106
H -3.631 2.460 3.395 0.104
H -2.779 1.022 1.618 0.094
H -1.679 -0.936 -1.941 0.108
H -3.367 -0.447 -3.658 0.099
H -4.505 1.756 -3.696 0.093
H -3.934 3.450 -1.982 0.095
H -2.299 2.934 -0.228 0.098
H 0.696 -1.134 2.110 0.085
H 0.005 -3.076 3.481 0.096
H -2.271 -4.022 3.229 0.092
H -3.850 -2.988 1.625 0.095
H -3.178 -1.028 0.315 0.096
Cl 2.177 -0.460 -6.013 0.629
C 2.608 -1.554 -4.724 -0.603
C 3.143 -2.791 -5.060 -0.164
C 3.505 -3.694 -4.095 -0.635
Cl 4.177 -5.242 -4.573 0.610
C 3.339 -3.384 -2.729 -0.192
C 3.687 -4.251 -1.670 -0.049
C 3.491 -3.856 -0.378 -0.071
C 2.937 -2.589 -0.132 -0.153
N 2.598 -1.762 -1.093 0.027
C 2.788 -2.123 -2.385 -0.135
C 2.391 -1.127 -3.392 -0.448
O 1.912 -0.017 -3.070 -0.136
H 3.275 -3.039 -6.105 0.094
H 4.108 -5.221 -1.899 0.078
H 3.751 -4.499 0.452 0.094
H 2.763 -2.247 0.883 0.092
```

Its charge is -1. Its energy above the lowest of the compared OMol25 structures with the same formula, charge and spin is 38.5 kcal/mol. Its gap between HOMO and LUMO is 5.68 eV.

# 7
Density functional theory data (ωB97M-V/def2-TZVPD) for an isolated molecule of C3H3N3S in a non-equilibrium geometry.

```
10
Properties=species:S:1:pos:R:3:lowdin_charge:R:1
C -0.393 -0.335 0.033 -0.435
C -0.924 1.005 0.038 -0.151
C 1.084 -0.316 0.073 -0.852
N -1.205 -1.286 -0.159 0.222
N -1.876 1.718 0.095 0.258
N 1.746 -1.382 0.134 0.087
S 1.592 1.376 -0.101 0.631
H -0.766 -2.201 -0.218 0.078
H -2.012 2.707 0.004 0.113
H 2.754 -1.285 0.101 0.048
```

Its charge is 0. Its energy above the lowest of the compared OMol25 structures with the same formula, charge and spin is 65.4 kcal/mol. Its gap between HOMO and LUMO is 7.57 eV.

# 8
Density functional theory data (ωB97M-V/def2-TZVPD) for a cluster of 2 separate species, CH2NO3P in total in a non-equilibrium geometry.

```
8
Properties=species:S:1:pos:R:3:lowdin_charge:R:1
C 0.223 -0.147 -0.443 -0.359
N 2.133 -1.992 0.208 -0.299
O -1.755 1.985 -0.693 -0.516
O -0.994 -0.354 0.353 -0.395
O -0.208 2.102 1.312 -0.456
P -0.609 1.315 0.113 0.275
H 0.051 -0.556 -1.485 -0.012
H 1.161 -2.354 0.634 -0.239
```

Its charge is -2. Its energy above the lowest of the compared OMol25 structures with the same formula, charge and spin is 160.5 kcal/mol. Its gap between HOMO and LUMO (alpha / beta) is 5.63 / 5.57 eV.